{
  "formula": "C34H40CaN4O2P2",
  "method": "the ωB97M-V functional and the def2-TZVPD basis",
  "e_above_lowest_ev": 0.000,
  "gap_ev": 6.7,
  "total_energy_ha": -3049.3834,
  "symbols": ["Ca", "P", "P", "O", "O", "N", "N", "N", "N", "C", "C", "C", "C", "C", "C", "C", "C", "C", "C", "C", "C", "C", "C", "C", "C", "C", "C", "C", "C", "C", "C", "C", "C", "C", "C", "C", "C", "C", "C", "C", "C", "C", "C", "H", "H", "H", "H", "H", "H", "H", "H", "H", "H", "H", "H", "H", "H", "H", "H", "H", "H", "H", "H", "H", "H", "H", "H", "H", "H", "H", "H", "H", "H", "H", "H", "H", "H", "H", "H", "H", "H", "H", "H"],
  "coordinates": [[0.762, 2.448, 1.093], [-1.748, 0.904, 0.486], [0.820, 0.624, -1.096], [2.264, 4.297, 1.424], [1.159, 4.114, -0.517], [1.851, -0.613, -0.349], [1.767, 0.947, -2.530], [-2.265, 0.205, 2.029], [-3.355, 1.419, -0.079], [-0.987, 3.823, 1.909], [-4.061, 1.040, -1.228], [1.668, -6.473, 0.379], [-3.991, 2.556, 0.446], [2.405, 2.213, -4.294], [-3.201, -1.048, 3.671], [-2.052, -0.373, 4.207], [2.368, 9.036, -0.501], [1.717, 2.233, -3.101], [0.869, -7.526, 1.098], [-1.570, -5.764, 0.526], [2.130, 6.256, -0.009], [2.503, 0.122, -3.391], [-1.095, -5.967, 1.757], [-1.176, -6.467, -0.746], [1.970, -1.977, -0.608], [2.643, -0.329, 0.779], [0.034, -5.841, -1.471], [-5.064, 2.887, -0.369], [3.026, 8.455, 0.593], [-5.115, 1.922, -1.428], [1.491, 6.853, -1.108], [-0.560, -0.433, -1.659], [1.594, 8.230, -1.354], [2.911, 0.881, -4.483], [-1.558, -0.644, -0.499], [2.825, -2.543, 0.328], [1.312, -5.754, -0.692], [-1.496, 0.382, 3.189], [2.902, 7.078, 0.837], [-3.303, -0.682, 2.333], [1.873, 4.803, 0.312], [-0.071, -6.979, 2.192], [3.250, -1.494, 1.195], [0.202, -6.415, -2.399], [1.222, 3.030, -2.565], [-4.023, -0.962, 1.581], [3.396, 6.644, 1.704], [-0.239, -4.825, -1.797], [-0.325, 4.471, 2.516], [-0.176, -1.391, -2.034], [2.680, -6.345, 0.784], [3.632, 9.085, 1.259], [-1.681, -0.434, 5.217], [0.542, -6.524, 2.985], [-3.769, 0.170, -1.790], [2.049, -5.069, -1.128], [3.106, -3.590, 0.376], [-2.535, -0.987, -0.865], [1.071, 8.679, -2.207], [2.749, 0.695, 1.143], [1.594, -8.180, 1.608], [0.305, -8.170, 0.416], [-3.859, -1.708, 4.213], [-1.044, 0.099, -2.497], [2.689, -0.909, -3.137], [-5.735, 3.720, -0.230], [-1.003, -7.539, -0.601], [-1.812, 3.451, 2.524], [3.932, -1.598, 2.035], [-0.648, 1.054, 3.176], [-5.830, 1.880, -2.232], [2.537, 3.053, -4.959], [-2.033, -6.384, -1.433], [-1.192, -1.419, 0.192], [-3.619, 3.018, 1.343], [-1.537, -5.408, 2.591], [2.458, 10.110, -0.684], [-1.406, 4.429, 1.086], [3.497, 0.536, -5.318], [-2.387, -5.042, 0.388], [0.878, 6.225, -1.761], [-0.573, -7.841, 2.665], [1.440, -2.432, -1.435]],
  "mulliken_charge": [1.214, 0.484, -0.231, -0.946, -0.952, 0.543, 0.444, 0.552, 0.476, -1.914, -0.321, -0.341, -0.490, -0.609, -0.839, -0.515, -0.287, -0.485, -0.892, -0.261, 0.080, -0.267, -0.499, -0.940, -0.478, -0.231, -0.456, -0.617, -0.565, -0.671, -0.201, -1.090, -0.614, -0.595, -1.332, -0.305, -0.324, -0.528, -0.138, -0.337, 1.022, -0.494, -1.031, 0.340, 0.396, 0.503, 0.376, 0.093, 0.509, 0.532, 0.325, 0.351, 0.449, 0.320, 0.346, 0.600, 0.364, 0.650, 0.354, 0.458, 0.384, 0.310, 0.447, 0.475, 0.388, 0.436, 0.333, 0.419, 0.417, 0.366, 0.431, 0.439, 0.422, 0.432, 0.318, 0.394, 0.359, 0.300, 0.435, 0.377, 0.298, 0.319, 0.515]
}

=====

{
  "formula": "C34H40F7NO23",
  "method": "the ωB97M-V functional and the def2-TZVPD basis",
  "smiles": "CCOC(=O)CCCN(C(=O)OCOc1ccccc1)[C@H](C)F.O=C1OC[C@@H](F)O1.O=C1OC[C@@H](F)O1.O=C1OC[C@@H](F)O1.O=C1OC[C@@H](F)O1.O=C1OC[C@@H](F)O1.O=C1OC[C@@H](F)O1",
  "gap_ev": 8.9,
  "total_energy_ha": -3803.9285,
  "symbols": ["F", "F", "F", "F", "F", "F", "F", "O", "O", "O", "O", "O", "O", "O", "O", "O", "O", "O", "O", "O", "O", "O", "O", "O", "O", "O", "O", "O", "O", "O", "N", "C", "C", "C", "C", "C", "C", "C", "C", "C", "C", "C", "C", "C", "C", "C", "C", "C", "C", "C", "C", "C", "C", "C", "C", "C", "C", "C", "C", "C", "C", "C", "C", "C", "C", "H", "H", "H", "H", "H", "H", "H", "H", "H", "H", "H", "H", "H", "H", "H", "H", "H", "H", "H", "H", "H", "H", "H", "H", "H", "H", "H", "H", "H", "H", "H", "H", "H", "H", "H", "H", "H", "H", "H", "H"],
  "coordinates": [[2.816, 1.209, -0.454], [-15.105, -4.136, 2.005], [11.802, 2.230, 0.306], [15.164, 1.831, 5.910], [0.252, -6.646, 2.285], [-6.224, 3.812, -3.059], [8.306, 3.343, 2.567], [16.882, 3.535, 2.203], [13.061, 3.227, 3.338], [-0.285, -0.532, -2.703], [-1.730, -0.843, -0.967], [-14.597, -4.314, -0.180], [3.898, 2.933, 2.507], [-15.141, -6.478, -0.502], [0.948, -6.132, 0.207], [15.876, 2.347, 3.838], [6.187, 1.574, -0.979], [-14.129, -5.320, -2.148], [4.672, -0.055, -0.611], [-7.050, 1.698, -4.997], [6.081, 3.451, 2.248], [17.407, 3.915, 4.362], [11.145, 3.551, 4.481], [-10.158, 1.219, -2.538], [1.949, -4.951, -1.437], [11.079, 3.014, 2.289], [6.807, -0.590, -1.119], [-7.966, 0.808, -3.118], [5.400, 2.322, 4.073], [2.502, -4.583, 0.717], [-5.678, 1.455, -3.147], [-11.555, -2.355, -2.600], [-10.589, -1.273, -2.773], [-6.025, 2.560, -0.950], [7.128, 3.524, 3.201], [16.853, 3.441, 5.587], [16.736, 3.292, 3.358], [-4.527, 1.149, -4.032], [-12.336, 0.331, -1.943], [-1.413, -0.256, -1.977], [-2.383, 0.877, -2.484], [16.266, 2.121, 5.180], [5.970, 0.230, -0.925], [-12.908, -2.150, -2.082], [0.287, -1.814, -2.373], [-14.577, -5.369, -1.049], [4.126, 1.152, -0.111], [11.709, 3.287, 3.467], [12.075, 3.121, 1.288], [6.826, 2.378, 4.120], [1.351, -6.365, 1.543], [-6.944, 1.351, -3.847], [5.019, 2.902, 2.905], [1.195, -1.778, -1.070], [-15.519, -4.671, 0.832], [1.958, -5.054, 1.946], [-10.974, 0.093, -2.451], [1.812, -5.196, -0.283], [-5.547, 2.734, -2.445], [-15.429, -6.169, 0.859], [-3.565, 0.145, -3.231], [4.918, 2.206, -0.823], [-13.278, -0.759, -1.760], [13.331, 2.752, 2.020], [-9.261, 1.170, -3.635], [-0.461, -2.647, -2.335], [-13.626, -2.982, -1.942], [-12.692, 1.349, -1.644], [-4.176, -0.525, -2.580], [-4.460, 3.018, -2.396], [-7.141, 2.472, -0.943], [-9.281, 2.193, -4.107], [1.875, -2.691, -1.033], [2.042, -7.211, 1.575], [14.215, 3.232, 1.603], [0.994, -2.088, -3.208], [-16.509, -4.283, 0.580], [7.117, 4.504, 3.684], [-9.545, 0.450, -4.440], [-1.875, 1.537, -3.237], [4.223, 1.174, 0.975], [12.073, 4.134, 0.876], [7.239, 1.432, 3.761], [-2.804, 1.472, -1.638], [0.497, -1.830, -0.195], [-5.587, 1.611, -0.551], [1.796, -0.835, -1.075], [-9.562, -1.463, -3.153], [16.096, 4.144, 5.941], [-3.085, -0.518, -4.012], [17.622, 3.338, 6.352], [-5.738, 3.450, -0.328], [2.734, -5.167, 2.701], [13.498, 1.673, 2.050], [1.213, -4.342, 2.310], [-11.291, -3.412, -2.856], [5.004, 3.125, -0.245], [-14.301, -0.602, -1.347], [7.180, 2.552, 5.135], [-14.615, -6.528, 1.493], [16.967, 1.283, 5.222], [-3.892, 2.057, -4.236], [-4.794, 0.618, -4.973], [4.508, 2.446, -1.807], [-16.358, -6.638, 1.180]],
  "mulliken_charge": [-0.329, -0.274, -0.280, -0.271, -0.294, -0.390, -0.226, -0.511, -0.227, -0.313, -0.566, -0.243, -0.515, -0.340, -0.300, -0.236, -0.332, -0.485, -0.255, -0.583, -0.230, -0.321, -0.523, -0.429, -0.505, -0.201, -0.514, -0.287, -0.323, -0.263, 0.505, -0.607, 0.055, -1.123, 0.240, -0.428, 0.663, -0.875, -0.491, 0.291, -0.302, 0.322, 0.548, -0.241, -0.336, 0.648, 0.501, 0.572, 0.267, -0.427, 0.282, 0.303, 0.675, -0.407, 0.262, -0.406, 0.500, 0.680, 0.133, -0.443, -0.528, -0.360, -0.467, -0.424, -0.549, 0.297, 0.273, 0.312, 0.289, 0.338, 0.301, 0.378, 0.148, 0.295, 0.294, 0.347, 0.291, 0.224, 0.455, 0.338, 0.140, 0.289, 0.289, 0.184, 0.243, 0.266, 0.003, 0.381, 0.288, 0.364, 0.278, 0.357, 0.255, 0.246, 0.285, 0.303, 0.243, 0.301, 0.293, 0.282, 0.223, 0.439, 0.406, 0.329, 0.269]
}

=====

Number 1: LUMO level -0.3052 eV. Number 2: LUMO level 0.4573 eV.